Entry 1:
{
  "formula": "C37H33AsF3N2O6ReSSe",
  "method": "ωB97M-V/def2-TZVPD",
  "species": ["Re", "Se", "As", "S", "F", "F", "F", "O", "O", "O", "O", "O", "O", "N", "N", "C", "C", "C", "C", "C", "C", "C", "C", "C", "C", "C", "C", "C", "C", "C", "C", "C", "C", "C", "C", "C", "C", "C", "C", "C", "C", "C", "C", "C", "C", "C", "C", "C", "C", "C", "C", "C", "H", "H", "H", "H", "H", "H", "H", "H", "H", "H", "H", "H", "H", "H", "H", "H", "H", "H", "H", "H", "H", "H", "H", "H", "H", "H", "H", "H", "H", "H", "H", "H", "H"],
  "coordinates": [[-1.03670, -0.15209, -0.38338], [-0.78660, -2.50288, -0.77618], [2.27935, 0.54750, 1.06888], [-1.30641, 1.92175, -2.11314], [-1.08925, 4.64425, -2.28183], [0.15415, 3.57660, -3.78482], [0.93835, 3.85586, -1.68542], [0.64159, -0.00386, 0.29414], [-1.50865, 1.86185, -0.61522], [-2.49579, 2.26936, -2.89601], [-0.62347, 0.62527, -2.39943], [1.52268, -1.74190, -2.98614], [-2.10496, -0.14532, 1.17948], [-5.06702, 0.43172, -1.88556], [-3.02781, -0.31450, -1.39583], [-1.65861, -3.15657, 0.73723], [1.47276, -0.42851, -4.98639], [3.29950, 2.27442, -2.69864], [3.85267, -3.24437, 0.28165], [1.57407, 3.56436, 3.93166], [-3.27053, 0.62337, 1.40253], [4.58496, -3.53389, 1.41238], [4.42445, 3.02126, -2.38702], [0.57048, -2.84295, -4.93487], [-1.52190, -4.45564, 2.77325], [2.76182, 1.45255, -1.71946], [4.41424, 2.18886, -0.11816], [3.24401, 1.47828, -0.39907], [4.68505, -2.63405, 2.47424], [4.02895, -1.41459, 2.38026], [-3.27813, -0.47316, -2.74676], [3.20275, -1.14188, 1.26140], [-4.48327, 0.00928, -3.07154], [-4.22202, 0.18442, -0.86390], [1.20177, -1.67863, -4.20326], [-5.54956, 1.11478, 1.05730], [-2.89390, -4.33350, 2.95288], [-5.51328, 1.95417, 2.19318], [1.15222, 0.78880, 3.63481], [4.97189, 3.00353, -1.11420], [-3.23408, 1.37549, 2.55323], [-4.38145, 0.52847, 0.54662], [0.60696, 1.46121, 4.68674], [0.89288, 2.82980, 4.88299], [-3.07394, -3.12404, 0.88633], [-3.65607, -3.64536, 2.03105], [1.88829, 1.51880, 2.65519], [-0.87422, -3.85691, 1.67277], [2.11330, 2.90176, 2.78736], [-0.17079, 3.65107, -2.43896], [3.11211, -2.07954, 0.20576], [-4.33764, 2.14521, 2.93304], [4.09246, -0.64376, 3.20255], [-2.27811, 1.45665, 3.08164], [3.87921, -3.88989, -0.62261], [-6.44990, 2.43203, 2.41912], [-0.12661, -3.38919, -4.26877], [-4.99504, 0.09877, -3.98417], [5.84065, 3.59656, -0.89399], [5.07141, -4.51819, 1.48362], [-4.70747, -3.41752, 2.24481], [0.67842, 0.30107, -4.74354], [2.60623, 3.46829, 2.02675], [-6.02927, 0.73387, -1.77852], [-3.37885, -4.75719, 3.85629], [0.05708, 0.92243, 5.46343], [1.90540, 0.82821, -1.95441], [1.01868, -0.31396, 3.57872], [0.61639, 3.26491, 5.82164], [0.18016, -3.81434, 1.56172], [0.00501, -2.43052, -5.78216], [-0.91317, -5.02761, 3.48202], [-6.52815, 0.97607, 0.59133], [-3.64880, -2.44462, 0.28539], [1.47427, -0.64828, -6.05386], [2.52819, -1.86890, -0.69820], [1.34859, -3.54304, -5.29830], [-4.30693, 2.82779, 3.76113], [5.33429, -2.82508, 3.31972], [4.90315, 3.61002, -3.18496], [2.46285, -0.02179, -4.69571], [2.89189, 2.24132, -3.68087], [-2.53251, -0.90418, -3.41063], [4.89724, 2.16844, 0.87527], [1.67799, 4.63168, 4.00444]],
  "lowdin_charge": [1.3060, 0.7491, 1.4581, 0.6674, 0.1227, 0.0844, 0.1317, -0.6677, -0.4161, -0.2510, -0.4359, -0.0401, -0.2975, 0.1446, -0.0609, -0.6410, -0.0204, -0.0743, -0.0692, -0.0463, -0.2636, -0.0673, -0.0608, -0.0140, -0.0836, -0.0930, -0.0956, -0.2733, -0.0735, -0.0979, -0.1542, -0.2987, -0.0569, -0.2017, -0.4539, -0.0179, -0.1040, -0.0656, -0.0998, -0.0651, -0.0074, -0.0927, -0.0723, -0.0492, -0.1160, -0.0961, -0.3186, -0.1251, -0.0552, -0.4613, -0.0818, -0.0420, 0.1204, 0.1197, 0.1323, 0.0997, 0.0872, 0.1141, 0.1076, 0.1212, 0.1114, 0.0875, 0.0947, 0.1695, 0.1141, 0.1224, 0.0770, 0.1318, 0.1088, 0.0719, 0.0817, 0.1047, 0.1146, 0.0782, 0.0815, 0.0842, 0.1044, 0.1045, 0.1109, 0.1239, 0.0884, 0.0984, 0.1213, 0.1181, 0.1084],
  "relative_energy_kcal_mol": 49.3,
  "e_homo_ev": [-9.4, -9.9],
  "spin_multiplicity": 4,
  "total_charge": 1
}


Entry 2:
{
  "formula": "C2H7N2OPS",
  "method": "ωB97M-V/def2-TZVPD",
  "species": ["S", "P", "O", "N", "N", "C", "C", "H", "H", "H", "H", "H", "H", "H"],
  "coordinates": [[0.42046, -1.63760, -0.58640], [1.18050, 0.25276, -0.05485], [2.96149, 0.26357, 0.94077], [1.40146, 1.15636, -1.42494], [-0.17617, 0.89770, 0.69556], [-1.07601, -1.36021, 0.42020], [-1.37009, 0.13525, 0.36412], [2.38718, 1.26131, -1.60634], [-1.87713, -1.95488, -0.01186], [-0.01934, 1.00825, 1.69079], [-1.65875, 0.40696, -0.65717], [0.89301, 0.86615, -2.25109], [-2.18635, 0.39688, 1.04054], [-0.88026, -1.69251, 1.44065]],
  "nbo_charge": [-0.0580, 1.7085, -0.8979, -1.1760, -0.9432, -0.5225, -0.2369, 0.4269, 0.2373, 0.4173, 0.1984, 0.4029, 0.2212, 0.2218],
  "relative_energy_kcal_mol": 85.8,
  "e_homo_ev": -8.9,
  "smiles": "N[P@@]1(=O)NCCS1"
}